10
Properties=species:S:1:pos:R:3:forces:R:3:mulliken_charge:R:1 method="wB97M-V/def2-TZVPD" total_energy_ha=-226.31458 smiles="N=O.CN" de_lowest_kj_mol=401.6 mol_weight_g_mol=62.072 orbital_gap_ev=8.463
N -2.040 0.542 -0.073 -0.210 0.433 -0.274 -0.116
O -1.973 -0.629 -0.309 -0.247 0.555 1.036 -0.206
H -1.922 0.829 0.975 -0.122 -1.202 -0.587 0.229
C 0.913 -0.636 0.016 1.874 -2.296 -2.170 -0.718
N 0.787 0.738 -0.362 -1.163 0.156 -0.066 -0.452
H 2.002 -0.863 0.171 -0.911 0.209 0.099 0.319
H 0.363 -1.099 0.844 -0.154 0.641 0.096 0.250
H 0.683 -1.279 -0.935 0.155 0.908 1.716 0.240
H -0.208 0.977 -0.394 1.123 0.750 -0.189 0.234
H 1.395 1.418 0.067 -0.345 -0.153 0.340 0.221